Entry 1:
Formula: C6H29N2O6
Source: the Open Molecules 2025 dataset
Level of theory: ωB97M-V with the def2-TZVPD basis set

Results
Electronic energy   -21949.1354 eV
Energy above the lowest of the compared OMol25 structures with the same formula, charge and spin   104.9 kcal per mole

ORCA input file:
```
! RIJCOSX wB97M-V def2-TZVPD def2/J DEFGRID3
* xyz 1 1
C 2.5137 -1.4106 0.0409
N 1.8572 -0.1965 0.5913
C 1.8914 1.1844 0.0706
C 0.5564 1.8396 0.7183
C 0.6695 2.4051 2.2007
C 1.3261 3.8412 2.2391
C 1.4314 -2.1937 -0.8094
N 0.2903 -1.2632 -1.0085
H 3.2802 -1.2916 -0.6750
H 2.9789 -2.0637 0.7952
H 1.6964 -0.2368 1.6173
H 2.6615 1.8542 0.5401
H 1.9513 1.3732 -0.9848
H -0.3349 1.1071 0.7873
H 0.3258 2.8082 0.2239
H -0.3158 2.4170 2.6549
H 1.2476 1.5645 2.7990
H 2.3541 3.9676 2.1034
H 1.0718 4.3332 3.2255
H 1.0694 4.5205 1.4937
H 1.8604 -2.5039 -1.6196
H 1.1207 -3.0761 -0.2092
H -0.1232 -0.8009 -0.0619
H 0.5522 -0.4471 -1.5897
H -0.5749 -1.6275 -1.5078
H -2.6258 -1.6715 0.4602
H -2.3939 -1.1003 1.8425
O -1.9884 -1.3951 0.9919
H 4.6476 0.1223 -2.4922
H 4.4745 0.5474 -1.2960
O 3.9423 -0.0014 -1.8113
H -1.4597 -2.8252 -3.9189
H -1.7586 -1.5826 -2.9860
O -1.0871 -2.2497 -3.2354
H -3.1209 0.7216 -2.7274
H -3.2804 -0.2970 -1.7774
O -2.7022 -0.1862 -2.5278
H -5.1370 0.5559 -0.3921
H -3.8860 0.7774 0.2835
O -4.2550 0.1377 -0.4003
H -2.3718 -1.0196 3.8535
H -2.2473 0.4168 4.2057
O -2.2877 -0.0957 3.4217
*
```


Entry 2:
Formula: C6H2F4I2
Source: the Open Molecules 2025 dataset
Level of theory: ωB97M-V with the def2-TZVPD basis set

Results
Electronic energy   -33323.4349 eV
Structure (SMILES)   FC1=CC(I)=C(F)[C@@H](F)[C@@]1(F)I
Energy above the lowest of the compared OMol25 structures with the same formula, charge and spin   0.0 kcal per mole

ORCA input file:
```
! RIJCOSX wB97M-V def2-TZVPD def2/J DEFGRID3
* xyz 0 1
F -0.2612 2.2284 -1.4204
C -0.1446 0.9559 -1.0159
C -1.1759 0.3130 -0.4622
C -1.0740 -1.0595 -0.0228
I -2.8445 -2.0902 0.4497
C 0.1080 -1.6704 0.1079
F 0.1972 -2.9253 0.5601
C 1.4312 -1.0183 -0.1348
F 2.3303 -1.8631 -0.6676
C 1.1608 0.3202 -1.3345
F 2.2110 1.1425 -1.2347
I 1.0919 -0.5642 -3.3153
H -2.1207 0.8200 -0.3383
H 1.8714 -0.5425 0.7478
*
```


Entry 3:
Formula: C6H30B3O3Sr
Source: the Open Molecules 2025 dataset
Level of theory: ωB97M-V with the def2-TZVPD basis set

Results
Electronic energy   -15711.3506 eV
Energy above the lowest of the compared OMol25 structures with the same formula, charge and spin   99.2 kcal per mole

ORCA input file:
```
! RIJCOSX wB97M-V def2-TZVPD def2/J DEFGRID3
* xyz -1 1
Sr 0.7806 0.8265 0.3433
B 2.9705 1.1244 -0.9073
H 2.0585 1.3471 -1.4392
H 2.8270 0.1665 -0.4317
H 3.7991 1.0586 -1.5953
H 3.1669 1.8473 -0.1307
B -0.4926 3.0082 0.1000
H -0.5846 2.7484 -0.9432
H 0.5439 3.2518 0.2746
H -1.1141 3.8344 0.4089
H -0.8008 2.1766 0.7147
B 1.9692 1.3040 2.6190
H 2.1125 2.1757 1.9994
H 2.4636 0.4195 2.2482
H 2.3357 1.5748 3.5971
H 0.9173 1.0646 2.6019
C 2.2001 -3.2258 -1.0039
C 1.1111 -2.6597 -0.0677
O 1.6958 -1.5208 0.6264
H 2.9498 -3.7847 -0.4438
H 2.7670 -2.4167 -1.4644
H 1.6899 -3.6893 -1.8483
H 0.8568 -3.4804 0.6031
H 0.1038 -2.3736 -0.3703
H 2.4985 -1.9255 0.9634
C -3.5724 -0.3788 1.6258
C -2.1910 -0.0088 2.0856
O -1.2914 -0.5674 1.1839
H -3.6444 -1.4650 1.5710
H -3.7511 -0.0829 0.5921
H -4.3858 -0.0461 2.2707
H -2.1848 -0.4892 3.0639
H -2.1972 1.0798 2.0301
H -1.5478 -1.4848 1.0651
C -2.0611 0.6072 -2.9204
C -1.5614 -0.4013 -1.9018
O -0.1400 -0.2175 -1.7524
H -2.1404 1.5860 -2.4473
H -3.0253 0.3431 -3.3547
H -1.4259 0.6548 -3.8049
H -1.8480 -1.4180 -2.1706
H -2.0917 -0.2965 -0.9553
H 0.2343 -0.2661 -2.6351
*
```


Entry 4:
Formula: C6H30NO7
Source: the Open Molecules 2025 dataset
Level of theory: ωB97M-V with the def2-TZVPD basis set

Results
Electronic energy   -22526.6239 eV
Energy above the lowest of the compared OMol25 structures with the same formula, charge and spin   29.4 kcal per mole

ORCA input file:
```
! RIJCOSX wB97M-V def2-TZVPD def2/J DEFGRID3
* xyz 1 1
N -0.3682 -2.1582 -0.1328
H -0.8220 -3.0837 -0.2766
H 0.4032 -2.3143 0.5456
H -0.9763 -1.4402 0.2559
H 0.0788 -1.8311 -1.0023
C 3.4816 1.4619 -2.2294
C 3.0961 1.0936 -0.8177
C 1.6182 1.2683 -0.5097
O 3.4985 -0.2881 -0.5496
H 4.5486 1.5627 -2.4391
H 3.1879 2.4991 -2.4263
H 3.0028 0.8084 -2.9646
H 3.6932 1.7136 -0.1465
H 1.2653 2.2987 -0.5022
H 1.4180 0.8889 0.4951
H 1.0047 0.6829 -1.2003
H 3.5898 -0.6623 -1.4330
C -2.3143 1.6738 0.6153
C -1.5958 2.5059 1.6776
C -2.3151 3.7286 2.1706
O -1.2351 1.6717 2.8020
H -2.0472 0.6218 0.7194
H -1.9778 1.9995 -0.3655
H -3.3829 1.7342 0.8180
H -0.6303 2.8388 1.2799
H -3.1401 3.4790 2.8504
H -2.7397 4.4108 1.4355
H -1.6783 4.3275 2.8306
H -1.1730 2.2002 3.6028
O 0.5785 -1.9892 -2.8221
H 0.4282 -2.7208 -3.4352
H 1.5248 -1.8122 -2.8796
O 1.9727 -1.6607 1.2969
H 2.4849 -1.3587 2.0538
H 2.4536 -1.2800 0.5174
O -1.2636 -1.3267 2.3469
H -1.1599 -0.4241 2.6944
H -1.9206 -1.7351 2.9219
O -0.9961 -4.7688 -0.8056
H -0.2392 -5.3456 -0.6348
H -1.7476 -5.3689 -0.8935
O -2.9110 -1.3208 -1.5577
H -3.6243 -1.9539 -1.6986
H -3.0711 -0.6264 -2.2075
*
```


Entry 5:
Formula: C6H30NO8S
Source: the Open Molecules 2025 dataset
Level of theory: ωB97M-V with the def2-TZVPD basis set

Results
Electronic energy   -35415.0094 eV
Energy above the lowest of the compared OMol25 structures with the same formula, charge and spin   8.1 kcal per mole

ORCA input file:
```
! RIJCOSX wB97M-V def2-TZVPD def2/J DEFGRID3
* xyz -1 1
C -2.0086 2.0969 1.1321
N -0.5861 1.9139 1.5347
C 0.3762 2.5892 0.6048
C 1.7292 1.8292 0.7054
S 2.7472 1.9287 -0.7932
C -2.7265 0.6600 0.7169
C -2.8440 -1.7350 1.4609
C -2.3981 -0.2785 1.8694
H -2.5467 2.4906 1.9588
H -2.1145 2.7964 0.2703
H -0.4150 0.9014 1.4672
H 0.0857 2.5899 -0.4543
H 0.6239 3.5626 1.0209
H 2.2352 2.3593 1.5158
H 1.6018 0.7574 0.7269
H -3.8229 0.9597 0.6910
H -2.2613 0.2043 -0.1320
H -3.3855 -2.1893 2.2756
H -2.0980 -2.4695 1.1805
H -3.4830 -1.6668 0.5669
H -1.3908 -0.4444 2.2769
H -2.9858 -0.1107 2.7707
H 0.4017 -0.2329 -2.9454
H 1.6635 -0.9624 -2.8601
O 0.6801 -1.1613 -2.8829
H 3.3649 -1.9242 2.3767
H 2.0034 -2.4432 2.2769
O 2.4849 -1.7318 2.7191
H 0.5356 2.6213 -3.4557
H 1.3084 1.5693 -2.5828
O 0.5316 1.7051 -3.1788
H 1.0162 -4.1343 1.7224
H 0.2482 -3.4678 0.3973
O 0.4328 -4.2294 0.9774
H -1.8907 1.5614 -1.4946
H -2.1894 2.4729 -2.7280
O -2.5392 1.7713 -2.1710
H -0.7149 -2.0748 -0.4014
H 0.4920 -1.4868 -1.2698
O 0.2291 -1.8736 -0.3894
H 3.2474 -0.3847 -1.8293
H 3.4088 0.3947 -3.1669
O 3.2513 -0.4811 -2.8077
H 2.7941 -0.7129 0.3937
H 2.0086 -1.9150 -0.1624
O 2.8991 -1.6249 0.0965
*
```


Entry 6:
Formula: C6H30O9
Source: the Open Molecules 2025 dataset
Level of theory: ωB97M-V with the def2-TZVPD basis set

Results
Electronic energy   -25134.0300 eV
Structure (SMILES)   CO.CO.CO.CO.CO.CO.O.O.O
Energy above the lowest of the compared OMol25 structures with the same formula, charge and spin   90.9 kcal per mole

ORCA input file:
```
! RIJCOSX wB97M-V def2-TZVPD def2/J DEFGRID3
* xyz 0 1
C 2.8212 0.2274 2.7541
O 1.7544 0.8485 2.1084
H 2.7791 -0.8410 2.6982
H 3.7150 0.6002 2.2275
H 2.9309 0.5442 3.7810
H 1.1008 0.9758 2.8154
C -3.8971 1.1668 -1.0837
O -2.8846 1.9083 -1.6283
H -4.8751 1.6788 -1.0064
H -3.9726 0.2217 -1.5913
H -3.5937 0.8641 -0.0533
H -2.1637 2.0287 -1.0011
C -0.5372 -0.2164 -3.7684
O 0.3392 0.8036 -4.3156
H -0.0615 -0.7572 -2.9678
H -1.3681 0.2938 -3.3392
H -0.8705 -0.8724 -4.5503
H -0.1151 1.6618 -4.3602
C 0.2293 3.2838 0.0712
O -0.4671 2.3597 -0.6830
H 0.0303 3.0892 1.1127
H 1.2798 3.3033 -0.1154
H -0.1758 4.2488 -0.1878
H 0.0810 2.2224 -1.4616
C 2.4421 1.0790 -1.3411
O 1.6395 1.7165 -2.2998
H 2.8429 1.8248 -0.6770
H 1.8622 0.3805 -0.7064
H 3.2361 0.4513 -1.7358
H 1.3015 1.0791 -2.9653
C 0.1776 -3.1043 3.4053
O -0.2448 -3.9887 2.3700
H -0.0920 -3.4597 4.3997
H 1.3046 -2.9742 3.3608
H -0.2431 -2.1389 3.2545
H -1.1646 -3.8023 2.1965
O 1.2527 -2.6041 0.4589
H 2.0351 -2.9536 0.0687
H 0.7909 -3.3141 0.9278
O -2.4102 -2.6101 1.5076
H -2.0454 -1.7230 1.3654
H -2.8766 -2.7471 0.6829
O -0.9785 -0.3727 0.1453
H -0.7334 0.5051 -0.1144
H -0.1755 -0.8871 0.2412
*
```


Number 1: HOMO level -11.520 eV, strongest force on any atom 7.20 eV Å⁻¹. Number 2: HOMO level -9.044 eV, strongest force on any atom 3.78 eV Å⁻¹. Number 3: HOMO level -5.261 eV, strongest force on any atom 4.58 eV Å⁻¹. Number 4: HOMO level -12.813 eV, strongest force on any atom 1.50 eV Å⁻¹. Number 5: HOMO level -3.921 eV, strongest force on any atom 4.61 eV Å⁻¹. Number 6: HOMO level -9.822 eV, strongest force on any atom 2.46 eV Å⁻¹.